57
Properties=species:S:1:pos:R:3:forces:R:3 method="wB97M-V/def2-TZVPD" charge=-1 orbital_gap_ha="0.23115 / 0.23118" lumo_ev="1.60 / 1.60" homo_ev="-4.69 / -4.69" energy_ev=-245903.306
C 3.29204 0.44706 -1.80742 -0.015 0.030 0.001
H -0.56079 -3.38062 4.29897 0.001 -0.003 -0.001
C -0.71612 -3.03281 3.28840 0.022 0.023 0.007
N -1.17216 -1.58481 -0.54563 0.033 0.028 0.025
C -2.03458 -2.09994 -1.39140 0.036 0.000 -0.010
H 3.70106 -0.51046 -2.13503 0.000 -0.005 -0.003
H 1.46071 4.79539 3.58905 0.001 -0.012 0.016
C 2.44991 -2.14413 -0.71613 -0.074 -0.034 0.137
H 4.20636 -1.14805 0.06313 0.000 0.004 -0.005
O 2.21901 3.66503 -0.01279 0.009 -0.037 -0.027
H 2.77769 0.86364 -3.85221 0.003 0.011 -0.006
C 0.02696 -1.93168 2.81596 0.032 -0.008 0.072
Cl -4.98494 0.98647 -1.57496 -0.006 -0.020 -0.007
Ti 0.39202 0.09039 -0.71059 -0.147 -0.267 -0.517
H -1.07879 3.23834 0.58015 -0.043 -0.009 -0.004
H 4.12929 1.14765 -1.73096 0.007 -0.010 0.000
Br -2.61067 -5.10853 3.15295 -0.004 -0.005 0.002
C -1.09254 -2.10120 0.70855 -0.044 -0.020 -0.048
H -2.28635 -2.37612 -3.49132 0.015 -0.002 0.011
H -3.58186 -3.55417 -1.72759 0.000 0.003 0.000
H -3.01077 -0.89840 -2.85484 0.004 0.008 0.011
Br 1.28457 -1.10529 3.95300 0.001 0.003 -0.017
H -0.12413 5.43146 3.10105 0.009 0.008 -0.002
O 1.10832 0.16117 -2.83736 0.118 0.173 0.010
C 1.94494 2.49044 -0.08047 -0.043 0.042 0.041
Cl -3.71272 3.62329 -1.97002 -0.001 -0.011 -0.010
H -1.26666 -0.98047 -3.06529 0.002 -0.007 -0.010
H 3.90368 1.72898 0.45508 0.003 0.000 -0.013
C -0.16829 -1.45103 1.55608 -0.092 0.072 -0.001
Cl -3.29121 -0.22311 1.64288 0.027 0.028 -0.008
H 2.78742 -1.09543 1.13227 -0.013 -0.013 -0.009
N -1.29284 0.91187 -1.25420 0.135 -0.146 -0.009
O 2.96223 -3.23462 -0.84525 0.025 0.024 -0.037
C -3.55063 1.92918 -1.65841 0.013 0.092 0.003
C 2.31355 0.94281 -2.86699 0.023 -0.021 0.026
C -1.60591 3.01258 1.50487 0.007 0.064 -0.027
O 0.84568 1.99843 -0.60251 -0.033 -0.094 0.079
O 0.44704 -0.38330 1.04146 0.120 0.030 0.441
H -2.17670 2.08464 1.41958 0.029 -0.015 0.020
H 2.00515 1.97060 -2.70114 -0.006 0.001 -0.009
C 2.86576 1.39099 0.41788 0.021 -0.054 -0.033
H 1.02715 4.83455 1.86674 0.001 0.019 0.018
Te -0.16883 2.72659 3.04139 0.039 -0.081 0.044
C 0.64469 4.69561 2.87557 -0.033 0.014 -0.066
C -1.62525 -3.63682 2.47637 -0.016 0.001 -0.029
O 1.31408 -1.76587 -1.23284 -0.111 0.180 -0.038
C -2.14286 -1.55875 -2.78365 -0.032 0.016 -0.012
C -2.86889 -3.17484 -1.00798 -0.003 0.003 -0.018
C -1.84275 -3.19521 1.14803 -0.021 -0.005 0.037
C -2.35941 1.40622 -1.42145 -0.041 -0.077 0.054
H -3.41287 -4.54317 0.53001 0.002 -0.002 0.002
C 3.11981 -1.03548 0.09566 0.004 -0.009 -0.046
H -2.26561 3.82900 1.78918 -0.012 0.009 -0.014
C -2.77498 -3.72185 0.23436 0.001 -0.006 0.003
N 2.67214 0.24148 -0.47335 0.059 0.072 0.001
H 2.52697 1.11681 1.42002 0.000 0.011 -0.005
H 1.35190 -0.78455 -2.84686 -0.014 0.001 -0.018

58
Properties=species:S:1:pos:R:3:forces:R:3 method="wB97M-V/def2-TZVPD" charge=-1 orbital_gap_ha="0.22095 / 0.22259" lumo_ev="0.95 / 0.87" spin_multiplicity=2 homo_ev="-5.07 / -5.19" energy_ev=-185810.339
H 0.74093 0.26155 3.88508 -0.100 -0.038 0.015
C -1.54019 0.67830 -2.09945 -0.026 0.019 -0.085
H 0.17792 -1.23065 3.15167 -0.011 0.041 -0.006
C 0.91249 -0.43430 3.06105 0.201 -0.081 0.072
C -1.66903 1.60124 -3.10430 0.043 0.035 0.035
C -3.00158 -0.84578 -3.34369 0.026 0.008 0.026
H 3.38931 3.58518 2.94609 0.005 0.011 -0.001
O -1.59487 -2.21603 1.55953 0.198 -0.176 -0.012
C 2.04068 2.00568 2.46155 -0.124 0.019 0.066
H -4.23984 -2.36578 -4.25746 0.002 0.000 -0.003
N -2.87296 1.28734 1.75277 0.156 1.022 -1.833
C -3.55667 -2.94622 -2.32154 -0.030 -0.009 -0.060
C 3.85158 0.02730 4.28190 0.126 -0.078 0.034
H 2.17537 -3.17876 4.53353 -0.054 -0.029 0.046
C 0.16240 1.69986 -0.84630 -0.044 -0.031 -0.090
N -2.19053 -1.40958 -1.13845 -0.122 0.100 0.149
H -3.66189 -0.11157 -5.26233 -0.001 -0.002 0.000
C -2.43641 1.31241 -4.24904 -0.021 -0.022 -0.022
C -2.24962 -0.54634 -2.19724 -0.011 -0.020 -0.053
C -3.07670 0.11253 -4.37922 0.011 0.009 0.012
F 0.48440 -1.49439 -0.21860 -0.243 0.118 0.035
H 4.74047 -0.50746 4.62100 -0.008 -0.019 0.016
H 4.57910 -1.28027 1.30335 -0.001 -0.006 -0.012
H 2.17736 1.55537 3.42844 -0.087 0.048 -0.042
H 0.36337 2.30374 -1.73088 0.030 -0.018 0.000
C -3.65922 -2.10005 -3.38237 -0.001 -0.033 0.031
N -0.77058 0.83423 -0.91496 -0.150 -0.016 0.064
F 1.26607 -5.06750 1.38380 -0.152 -0.002 0.299
H -1.19486 2.57027 -3.02445 -0.008 -0.002 -0.005
C 2.73740 3.16465 2.19247 -0.028 0.003 -0.069
H -4.04153 -3.91169 -2.31782 0.003 0.000 0.000
O -1.77179 1.63024 2.16237 0.061 -0.312 0.642
Br 3.56060 5.35124 0.54500 0.002 0.000 0.003
F -0.78417 -4.13120 -0.06869 0.058 -0.043 -0.093
Ru -1.18831 -0.70100 0.42457 0.525 -0.057 0.214
H -2.51683 2.05761 -5.02932 0.003 0.004 0.005
H 3.35681 -0.08832 0.82601 0.022 -0.019 0.014
C 1.01541 2.04696 0.27820 0.107 0.043 0.116
H 3.00964 -1.81450 0.66165 -0.037 0.028 -0.010
H 4.18271 0.93540 3.77674 0.018 -0.053 0.013
C -2.81491 -2.56110 -1.18533 0.061 0.033 0.083
C 1.75701 3.21399 0.02743 -0.049 -0.006 -0.056
H 2.90378 -3.69342 3.01189 -0.078 -0.018 0.008
C 2.60027 3.77020 0.95554 0.018 -0.026 0.066
C 2.96125 -2.95872 3.81566 -0.013 0.054 -0.089
O -2.93213 0.31106 0.87453 0.191 -0.453 0.440
H 3.93946 -3.03357 4.29679 -0.054 -0.039 0.018
Ge 2.79692 -1.15516 3.09763 -0.109 0.163 -0.137
C 3.50839 -1.06815 1.28002 0.006 -0.041 0.026
H -2.70869 -3.18247 -0.30715 -0.038 0.000 -0.013
H 1.64817 3.69592 -0.93556 -0.006 -0.007 -0.001
F -1.22401 -5.04243 2.21051 -0.256 0.191 -0.092
O -3.89282 1.92612 1.91774 -0.227 -0.322 0.653
C 1.18316 1.40198 1.53267 0.111 0.185 -0.065
O 0.59191 0.24081 1.81066 -0.426 -0.112 -0.152
H 3.27855 0.30810 5.16879 -0.004 0.011 0.002
F -0.38769 -3.27594 3.71302 0.351 -0.065 -0.075
Te -0.15450 -3.58315 1.70563 0.185 0.008 -0.124